## 1
{"formula": "C5H14N2O", "method": "ωB97M-V/def2-TZVPD", "smiles": "CNC[C@H](CO)NC", "e_homo_ev": -8.494, "homo_lumo_gap_ev": 9.3, "elements": ["C", "N", "C", "C", "O", "C", "N", "C", "H", "H", "H", "H", "H", "H", "H", "H", "H", "H", "H", "H", "H", "H"], "coordinates": [[2.33, -0.34, -0.05], [0.99, 0.28, -0.01], [-0.13, -0.59, -0.27], [-0.43, -1.76, 0.73], [0.65, -2.11, 1.54], [-1.43, 0.21, -0.47], [-1.38, 1.48, -1.21], [-0.89, 2.63, -0.46], [2.91, 0.26, -0.76], [2.33, -1.36, -0.40], [2.80, -0.28, 0.93], [0.96, 0.85, 0.82], [0.15, -1.07, -1.20], [-1.37, -1.55, 1.26], [-0.64, -2.63, 0.13], [0.90, -1.50, 2.24], [-2.15, -0.38, -1.00], [-1.88, 0.39, 0.50], [-0.76, 1.31, -1.99], [-1.77, 3.18, -0.13], [-0.30, 3.35, -1.04], [-0.23, 2.41, 0.38]], "nbo_charge": [-0.406, -0.647, -0.085, -0.073, -0.721, -0.223, -0.619, -0.413, 0.183, 0.203, 0.182, 0.352, 0.179, 0.153, 0.177, 0.472, 0.201, 0.179, 0.352, 0.186, 0.201, 0.167]}

***

## 2
{"formula": "C5H14N2O", "method": "ωB97M-V/def2-TZVPD", "smiles": "CCC/C(N)=C/N.O", "e_homo_ev": -7.849, "homo_lumo_gap_ev": 8.7, "elements": ["C", "C", "C", "C", "C", "N", "N", "H", "H", "H", "H", "H", "H", "H", "H", "H", "H", "H", "H", "H", "H", "O"], "coordinates": [[1.61, 0.55, -1.55], [1.92, -0.66, -0.67], [1.37, -0.55, 0.74], [-0.10, -0.23, 0.88], [-1.01, -1.05, 0.32], [-2.40, -1.09, 0.35], [-0.54, 0.93, 1.58], [2.05, 0.46, -2.54], [1.84, 1.46, -0.99], [0.55, 0.60, -1.70], [2.97, -0.93, -0.64], [1.45, -1.53, -1.13], [1.54, -1.48, 1.28], [1.97, 0.16, 1.33], [-0.53, -1.88, -0.19], [-2.80, -0.38, 0.96], [-2.88, -1.96, 0.45], [-0.78, 0.77, 2.56], [0.09, 1.71, 1.62], [-1.43, 1.95, -0.59], [-2.66, 1.16, -0.92], [-2.22, 1.99, -1.14]], "nbo_charge": [-0.616, -0.385, -0.434, 0.057, -0.025, -0.837, -0.876, 0.216, 0.196, 0.216, 0.202, 0.190, 0.215, 0.203, 0.182, 0.377, 0.387, 0.367, 0.368, 0.472, 0.470, -0.945]}

***

## 3
{"formula": "C5H14N2O", "method": "ωB97M-V/def2-TZVPD", "e_homo_ev": -7.312, "homo_lumo_gap_ev": 5.9, "elements": ["C", "O", "C", "N", "H", "H", "H", "H", "H", "H", "C", "C", "C", "N", "H", "H", "H", "H", "H", "H", "H", "H"], "coordinates": [[1.61, 0.60, -0.47], [0.30, 0.56, -0.04], [1.86, -0.36, -1.63], [3.24, -0.24, -2.10], [1.91, 1.62, -0.77], [2.32, 0.31, 0.33], [1.65, -1.37, -1.26], [1.10, -0.13, -2.39], [3.45, -0.90, -2.84], [3.40, 0.69, -2.45], [-1.24, -0.52, 2.54], [-1.99, -0.49, 1.19], [-2.27, 0.56, -0.40], [-2.02, 1.03, 0.83], [-0.33, 0.07, 2.46], [-1.86, -0.08, 3.32], [-0.97, -1.53, 2.85], [-1.36, -1.13, 0.56], [-3.01, -0.86, 1.31], [-1.49, 0.18, -1.07], [-3.30, 0.66, -0.76], [-1.00, 1.31, 0.79]], "nbo_charge": [-0.024, -1.027, -0.231, -0.845, 0.109, 0.123, 0.173, 0.138, 0.351, 0.349, -0.568, -0.284, 0.255, -0.608, 0.255, 0.213, 0.224, 0.268, 0.217, 0.257, 0.180, 0.474]}

***

## 4
{"formula": "C5H14N2O", "method": "ωB97M-V/def2-TZVPD", "e_homo_ev": -7.171, "homo_lumo_gap_ev": 7.9, "elements": ["C", "C", "C", "C", "C", "N", "N", "O", "H", "H", "H", "H", "H", "H", "H", "H", "H", "H", "H", "H", "H", "H"], "coordinates": [[0.76, -0.24, -0.08], [0.03, 0.96, -0.37], [1.62, 1.98, -0.35], [-1.22, -2.01, -1.34], [-1.90, -1.17, 0.79], [-1.01, -1.01, -0.32], [2.14, 2.27, 0.93], [1.21, -0.53, 1.17], [0.53, -0.27, 1.81], [1.41, -0.65, -0.84], [2.54, 1.46, 1.38], [1.47, 2.71, 1.55], [-0.32, 1.07, -1.39], [-0.53, 1.41, 0.44], [2.38, 1.56, -1.01], [1.22, 2.88, -0.82], [-0.58, -1.81, -2.20], [-1.00, -3.03, -0.98], [-2.26, -2.01, -1.71], [-1.78, -2.13, 1.33], [-1.74, -0.37, 1.53], [-2.96, -1.10, 0.49]], "nbo_charge": [0.339, -0.418, -0.236, -0.410, -0.420, -0.581, -0.838, -0.684, 0.483, 0.197, 0.368, 0.355, 0.238, 0.211, 0.184, 0.187, 0.183, 0.151, 0.178, 0.153, 0.166, 0.194]}

***

The calculated energies rank the structures as follows, beginning with the most stable: 2, 1, 4, 3.

***

## 1
{"formula": "C5H14N2O", "method": "ωB97M-V/def2-TZVPD", "e_homo_ev": -8.229, "homo_lumo_gap_ev": 8.8, "elements": ["C", "C", "O", "H", "H", "H", "H", "H", "H", "C", "C", "C", "N", "N", "H", "H", "H", "H", "H", "H", "H", "H"], "coordinates": [[2.09, 0.07, 0.13], [2.22, 0.26, -1.34], [1.79, 2.00, 0.67], [1.32, 1.91, 1.51], [2.95, 0.34, 0.73], [1.71, -0.89, 0.44], [1.34, -0.09, -1.87], [3.07, -0.35, -1.67], [2.42, 1.30, -1.57], [-0.93, -1.96, 0.77], [-2.72, -0.29, -0.05], [-1.27, -0.58, 0.28], [-0.59, 1.54, -0.34], [-0.36, 0.30, 0.15], [0.27, 2.10, -0.07], [-1.48, 1.94, -0.08], [0.11, -2.04, 1.07], [-1.55, -2.22, 1.63], [-3.14, 0.45, 0.65], [-3.32, -1.19, 0.01], [-2.80, 0.13, -1.05], [-1.14, -2.71, -0.01]], "nbo_charge": [0.057, -0.690, -0.915, 0.445, 0.199, 0.185, 0.225, 0.229, 0.247, -0.636, -0.693, 0.206, -0.684, -0.254, 0.428, 0.337, 0.213, 0.215, 0.219, 0.221, 0.230, 0.215]}

***

## 2
{"formula": "C5H14N2O", "method": "ωB97M-V/def2-TZVPD", "smiles": "CN[C@H](CN)[C@H](C)O", "e_homo_ev": -8.477, "homo_lumo_gap_ev": 9.4, "elements": ["C", "N", "C", "C", "C", "O", "C", "N", "H", "H", "H", "H", "H", "H", "H", "H", "H", "H", "H", "H", "H", "H"], "coordinates": [[1.64, -1.86, -0.12], [0.29, -1.76, 0.47], [-0.48, -0.56, 0.17], [-0.25, 0.50, 1.26], [-0.91, 1.81, 0.95], [1.18, 0.70, 1.38], [-0.22, -0.10, -1.27], [-1.23, 0.74, -1.94], [1.58, -2.06, -1.19], [2.22, -0.98, 0.15], [2.15, -2.74, 0.27], [0.43, -1.84, 1.46], [-1.57, -0.73, 0.16], [-0.51, 0.00, 2.20], [-1.68, 1.79, 0.18], [-0.21, 2.58, 0.61], [-1.32, 2.44, 1.76], [1.41, 1.63, 1.43], [-0.04, -1.06, -1.78], [0.70, 0.49, -1.30], [-2.17, 0.35, -1.90], [-1.01, 0.65, -2.93]], "nbo_charge": [-0.427, -0.628, -0.054, 0.082, -0.670, -0.750, -0.235, -0.836, 0.187, 0.199, 0.199, 0.355, 0.180, 0.169, 0.244, 0.213, 0.219, 0.475, 0.180, 0.195, 0.347, 0.357]}

***

## 3
{"formula": "C5H14N2O", "method": "ωB97M-V/def2-TZVPD", "smiles": "CNC[C@H](N)CCO", "e_homo_ev": -8.150, "homo_lumo_gap_ev": 9.1, "elements": ["N", "C", "C", "C", "O", "C", "N", "C", "H", "H", "H", "H", "H", "H", "H", "H", "H", "H", "H", "H", "H", "H"], "coordinates": [[1.04, -1.21, -1.78], [0.40, -0.63, -0.61], [-1.00, -0.02, -1.13], [-2.17, -0.04, -0.21], [-3.23, -0.95, -0.71], [1.41, 0.47, 0.05], [1.54, 0.09, 1.44], [1.25, 1.07, 2.54], [0.44, -1.91, -2.24], [1.40, -0.59, -2.47], [0.20, -1.41, 0.15], [-0.81, 1.04, -1.41], [-1.44, -0.55, -2.01], [-2.02, -0.31, 0.85], [-2.64, 0.95, -0.16], [-3.23, -1.20, -1.72], [0.98, 1.48, -0.18], [2.29, 0.36, -0.50], [2.17, -0.68, 1.68], [1.78, 1.95, 2.40], [0.16, 1.27, 2.51], [1.48, 0.81, 3.53]], "nbo_charge": [-0.861, -0.030, -0.447, -0.065, -0.760, -0.212, -0.675, -0.399, 0.358, 0.358, 0.198, 0.200, 0.197, 0.187, 0.163, 0.470, 0.193, 0.189, 0.382, 0.173, 0.177, 0.205]}

***

The calculated energies rank the structures as follows, beginning with the most stable: 2, 3, 1.

***

## 1
{"formula": "C21H32N4O3", "method": "ωB97M-V/def2-TZVPD", "smiles": "CCc1cccc(CC)c1NC(=O)CO/N=C(\\N)CC(=O)NC1CCCCC1", "e_homo_ev": -8.921, "homo_lumo_gap_ev": 9.5, "elements": ["C", "H", "H", "H", "C", "C", "C", "C", "C", "C", "C", "N", "C", "O", "C", "O", "N", "C", "N", "H", "H", "C", "H", "C", "O", "N", "H", "C", "H", "C", "C", "H", "H", "C", "H", "H", "C", "C", "H", "H", "H", "H", "H", "H", "H", "H", "H", "H", "C", "H", "C", "H", "H", "H", "H", "H", "H", "H", "H", "H"], "coordinates": [[1.07, 0.16, 3.03], [1.25, -0.06, 4.08], [1.22, -0.74, 2.45], [0.03, 0.46, 2.92], [1.99, 1.30, 2.57], [1.70, 1.73, 1.16], [1.02, 2.92, 0.94], [0.72, 3.33, -0.34], [1.13, 2.58, -1.43], [1.83, 1.39, -1.25], [2.09, 0.97, 0.06], [2.76, -0.26, 0.29], [2.28, -1.46, -0.10], [1.30, -1.60, -0.80], [3.04, -2.67, 0.45], [2.11, -3.66, 0.81], [1.14, -3.05, 1.68], [-0.06, -3.44, 1.49], [-0.44, -4.42, 0.63], [0.25, -4.70, -0.06], [-1.41, -4.49, 0.37], [-1.13, -2.79, 2.30], [-0.68, -2.28, 3.15], [-1.94, -1.74, 1.51], [-3.10, -1.52, 1.79], [-1.24, -1.11, 0.56], [-0.31, -1.42, 0.33], [-1.78, -0.07, -0.31], [-0.94, 0.25, -0.94], [-2.91, -0.60, -1.19], [-3.41, 0.49, -2.13], [-4.22, 0.10, -2.74], [-2.60, 0.81, -2.79], [-3.90, 1.69, -1.32], [-4.25, 2.48, -1.99], [-4.74, 1.39, -0.69], [-2.78, 2.23, -0.44], [-2.27, 1.13, 0.50], [-1.45, 1.52, 1.11], [-3.07, 0.80, 1.16], [-1.95, 2.57, -1.06], [-3.14, 3.07, 0.15], [-2.54, -1.45, -1.77], [-3.72, -0.95, -0.55], [-1.84, -3.53, 2.68], [3.67, -2.39, 1.31], [3.66, -3.13, -0.33], [3.46, -0.25, 1.02], [2.33, 0.59, -2.42], [1.64, -0.24, -2.60], [2.51, 1.38, -3.71], [1.55, 1.68, -4.13], [3.11, 2.27, -3.54], [3.02, 0.76, -4.45], [3.29, 0.14, -2.14], [0.90, 2.92, -2.42], [0.17, 4.25, -0.50], [0.71, 3.52, 1.78], [3.04, 0.98, 2.67], [1.86, 2.15, 3.23]], "nbo_charge": [-0.621, 0.210, 0.234, 0.211, -0.418, -0.028, -0.215, -0.197, -0.224, -0.004, 0.181, -0.633, 0.681, -0.651, -0.148, -0.412, -0.269, 0.409, -0.808, 0.412, 0.399, -0.537, 0.258, 0.686, -0.644, -0.634, 0.435, -0.037, 0.209, -0.406, -0.397, 0.207, 0.189, -0.396, 0.203, 0.197, -0.396, -0.421, 0.209, 0.227, 0.192, 0.206, 0.203, 0.221, 0.243, 0.174, 0.218, 0.404, -0.438, 0.244, -0.602, 0.202, 0.205, 0.214, 0.207, 0.215, 0.216, 0.212, 0.190, 0.215]}

***

## 2
{"formula": "C21H32N4O3", "method": "ωB97M-V/def2-TZVPD", "smiles": "CCCCC/C=C/CC(=O)N1CC[C@@H]2C[C@]2(C(=O)NCc2nc(C)no2)CC1", "e_homo_ev": -9.299, "homo_lumo_gap_ev": 10.1, "elements": ["C", "C", "C", "C", "C", "C", "C", "C", "C", "O", "N", "C", "C", "C", "C", "C", "C", "O", "N", "C", "C", "N", "C", "C", "N", "O", "C", "C", "H", "H", "H", "H", "H", "H", "H", "H", "H", "H", "H", "H", "H", "H", "H", "H", "H", "H", "H", "H", "H", "H", "H", "H", "H", "H", "H", "H", "H", "H", "H", "H"], "coordinates": [[-7.31, 1.84, -1.49], [-5.86, 2.24, -1.27], [-5.06, 1.19, -0.51], [-3.60, 1.58, -0.29], [-2.80, 0.51, 0.44], [-1.34, 0.84, 0.49], [-0.58, 0.82, 1.58], [0.88, 1.16, 1.55], [1.71, 0.20, 2.40], [1.17, -0.64, 3.11], [3.06, 0.32, 2.34], [3.90, -0.49, 3.22], [5.03, -1.18, 2.47], [4.53, -1.97, 1.29], [5.28, -1.98, -0.01], [3.97, -1.25, 0.09], [2.82, -1.94, -0.60], [2.89, -2.42, -1.72], [1.65, -1.94, 0.10], [0.44, -2.43, -0.51], [-0.15, -1.46, -1.49], [-1.31, -1.54, -2.05], [-1.33, -0.41, -2.84], [-2.49, -0.04, -3.70], [-0.25, 0.30, -2.78], [0.55, -0.40, -1.87], [3.90, 0.27, -0.02], [3.75, 1.06, 1.30], [-7.86, 2.60, -2.03], [-7.37, 0.91, -2.06], [-7.81, 1.68, -0.54], [-5.38, 2.43, -2.24], [-5.81, 3.19, -0.72], [-5.53, 1.00, 0.46], [-5.10, 0.24, -1.06], [-3.13, 1.78, -1.26], [-3.55, 2.52, 0.27], [-3.19, 0.36, 1.45], [-2.93, -0.44, -0.10], [-0.88, 1.12, -0.46], [-1.00, 0.54, 2.54], [1.24, 1.17, 0.52], [1.05, 2.16, 1.96], [4.31, 0.14, 4.02], [3.25, -1.23, 3.69], [5.77, -0.44, 2.13], [5.56, -1.83, 3.17], [4.02, -2.89, 1.56], [6.17, -1.36, -0.06], [5.31, -2.88, -0.60], [1.63, -1.68, 1.07], [0.62, -3.36, -1.04], [-0.31, -2.61, 0.26], [-2.29, 0.90, -4.21], [-2.68, -0.82, -4.43], [-3.38, 0.07, -3.08], [4.77, 0.65, -0.56], [3.04, 0.51, -0.66], [3.23, 2.00, 1.10], [4.73, 1.34, 1.69]], "nbo_charge": [-0.601, -0.389, -0.390, -0.386, -0.429, -0.180, -0.180, -0.539, 0.691, -0.654, -0.447, -0.218, -0.417, -0.219, -0.382, -0.154, 0.701, -0.611, -0.631, -0.287, 0.562, -0.518, 0.325, -0.653, -0.167, -0.302, -0.415, -0.215, 0.209, 0.200, 0.201, 0.192, 0.195, 0.196, 0.191, 0.192, 0.199, 0.204, 0.216, 0.195, 0.215, 0.233, 0.235, 0.195, 0.242, 0.199, 0.229, 0.223, 0.209, 0.237, 0.425, 0.247, 0.246, 0.237, 0.238, 0.232, 0.224, 0.231, 0.217, 0.204]}

***

The calculated energies rank the structures as follows, beginning with the most stable: 1, 2.

***

## 1
{"formula": "H12O6", "method": "ωB97M-V/def2-TZVPD", "smiles": "O.O.O.O.O.O", "e_homo_ev": -10.130, "homo_lumo_gap_ev": 10.3, "elements": ["O", "H", "H", "O", "H", "H", "O", "H", "H", "O", "H", "H", "O", "H", "H", "O", "H", "H"], "coordinates": [[2.05, -2.03, -0.07], [2.32, -2.64, 0.61], [2.66, -2.06, -0.82], [-1.07, 2.03, -1.38], [-1.85, 2.43, -1.73], [-0.29, 2.37, -1.91], [-0.44, -0.92, -0.69], [0.36, -1.38, -0.54], [-0.28, -0.02, -0.99], [-2.65, -1.65, 0.95], [-1.85, -1.52, 0.36], [-2.77, -2.58, 1.18], [2.28, 0.56, 0.53], [1.99, 0.61, 1.43], [2.22, -0.41, 0.42], [-0.78, 2.14, 1.16], [-1.01, 3.07, 1.31], [-0.88, 2.00, 0.18]], "nbo_charge": [-0.959, 0.500, 0.501, -0.946, 0.495, 0.498, -0.978, 0.488, 0.494, -0.984, 0.506, 0.459, -0.968, 0.468, 0.470, -0.979, 0.453, 0.483]}

***

## 2
{"formula": "H12O6", "method": "ωB97M-V/def2-TZVPD", "smiles": "O.O.O.O.O.O", "e_homo_ev": -11.125, "homo_lumo_gap_ev": 11.5, "elements": ["H", "H", "H", "H", "H", "H", "H", "H", "H", "H", "H", "H", "O", "O", "O", "O", "O", "O"], "coordinates": [[-0.42, -0.55, 2.67], [-1.06, -0.36, 1.29], [-1.60, -1.81, -0.34], [-1.85, -0.35, -0.73], [-0.42, 1.50, -0.98], [-0.43, 0.26, -1.87], [0.50, -2.33, -1.71], [1.15, -1.25, -0.88], [1.69, -0.37, 1.08], [2.12, 0.67, 0.09], [0.21, 2.83, 1.07], [0.12, 1.28, 1.31], [-0.21, -0.34, 1.79], [-2.08, -0.99, -0.07], [-0.93, 1.07, -1.68], [0.30, -1.50, -1.29], [2.37, -0.17, 0.39], [0.56, 2.00, 0.73]], "nbo_charge": [0.482, 0.522, 0.491, 0.499, 0.493, 0.488, 0.478, 0.510, 0.492, 0.484, 0.480, 0.503, -0.989, -0.978, -0.983, -0.992, -0.969, -1.010]}

***

The calculated energies rank the structures as follows, beginning with the most stable: 2, 1.